Entry 1:
{
  "formula": "C3H4OS",
  "method": "ωB97M-V/def2-TZVPD",
  "symbols": ["C", "C", "C", "O", "S", "H", "H", "H", "H"],
  "xyz": [[0.11634, -1.77720, -0.19029], [0.23084, 0.15468, -0.21485], [-1.10991, 0.65819, -0.07301], [2.74774, -0.14741, -0.14644], [1.70039, 0.82251, 0.03683], [0.78733, -2.18807, 0.66137], [-1.20055, 1.73894, 0.10218], [-1.59048, 0.16010, 0.74478], [-1.68170, 0.57828, -0.92056]],
  "lumo_energy_ev": [0.0, -1.7],
  "spin_multiplicity": 3,
  "e_above_lowest_kcal_mol": 97.40,
  "orbital_gap_ev": [8.981, 7.761],
  "total_charge": 0
}

***

Entry 2:
{
  "formula": "C28H28BN9O4PTi",
  "method": "ωB97M-V/def2-TZVPD",
  "symbols": ["Ti", "C", "C", "N", "N", "C", "B", "N", "C", "C", "C", "N", "N", "C", "C", "C", "N", "N", "C", "C", "C", "N", "H", "H", "H", "H", "H", "H", "H", "H", "H", "H", "H", "H", "O", "C", "O", "C", "P", "C", "C", "C", "C", "C", "C", "C", "C", "C", "C", "C", "C", "H", "H", "H", "H", "H", "H", "H", "H", "H", "H", "H", "H", "N", "C", "C", "O", "O", "H", "H", "H", "H"],
  "xyz": [[0.92411, -1.14180, -1.55470], [-2.82405, 1.10073, -1.89479], [-2.19816, -0.14599, -1.83946], [-0.88718, -0.01688, -2.00874], [-0.64902, 1.29613, -2.18785], [-1.79446, 1.99227, -2.11555], [0.77900, 1.73887, -2.61176], [1.73300, 1.51845, -1.42494], [2.20735, 2.37669, -0.50786], [3.14677, 1.71173, 0.25688], [3.18182, 0.41794, -0.26230], [2.31693, 0.30917, -1.27013], [1.19836, 0.76220, -3.73887], [1.67050, 1.03638, -4.96854], [1.89363, -0.15898, -5.61644], [1.53370, -1.13989, -4.69019], [1.11276, -0.57201, -3.56405], [0.79935, 3.15288, -3.14741], [0.06355, 3.61117, -4.19588], [0.52507, 4.85854, -4.52539], [1.57609, 5.08657, -3.61594], [1.73393, 4.06024, -2.80492], [-3.87204, 1.31538, -1.79474], [-2.67510, -1.10203, -1.70578], [-1.81228, 3.06288, -2.20799], [1.86171, 3.39156, -0.46836], [3.71456, 2.11154, 1.07726], [3.80170, -0.41992, 0.01158], [1.80999, 2.04759, -5.30402], [2.26262, -0.30570, -6.61416], [1.57388, -2.20946, -4.81059], [-0.71958, 3.01544, -4.63169], [0.16905, 5.51440, -5.29879], [2.21750, 5.94749, -3.53521], [1.63960, -1.98789, 0.25568], [0.99351, -1.18601, 0.95669], [0.21429, -0.34008, 0.40588], [1.00808, -1.21527, 2.49435], [-0.40921, -0.06689, 2.91709], [-0.02188, 0.36923, 4.64895], [0.52504, -0.61854, 5.48977], [0.61218, -0.39583, 6.85113], [0.20690, 0.81430, 7.39662], [-0.33285, 1.79253, 6.56873], [-0.46258, 1.56843, 5.21064], [-1.85158, -1.15372, 2.73213], [-3.00405, -0.69070, 2.09279], [-4.17907, -1.41602, 2.15131], [-4.23820, -2.59611, 2.88605], [-3.10391, -3.04861, 3.54589], [-1.91960, -2.33790, 3.48321], [1.95105, -0.82655, 2.88021], [0.87579, -2.24689, 2.82558], [0.86491, -1.55833, 5.07784], [1.01687, -1.17353, 7.48701], [0.32561, 1.00092, 8.45455], [-0.64607, 2.74017, 6.98664], [-0.88346, 2.32477, 4.55944], [-2.93633, 0.22183, 1.51479], [-5.06508, -1.07116, 1.63363], [-5.16430, -3.14991, 2.95276], [-3.14346, -3.97073, 4.11179], [-1.04430, -2.69394, 4.01056], [-0.47657, -2.82271, -1.27838], [-0.19365, -3.65353, -2.45512], [1.36373, -3.66986, -2.64288], [1.88536, -4.63169, -3.16628], [1.94035, -2.61012, -2.21130], [-0.05159, -3.27986, -0.47251], [-1.47260, -2.76596, -1.09332], [-0.65459, -3.19281, -3.33364], [-0.54343, -4.68463, -2.35690]],
  "lumo_energy_ev": [0.3, 0.3],
  "spin_multiplicity": 2,
  "e_above_lowest_kcal_mol": 26.65,
  "orbital_gap_ev": [7.832, 8.120],
  "total_charge": 0
}

***

Entry 3:
{
  "formula": "C25H25N2O2SSnTe",
  "method": "ωB97M-V/def2-TZVPD",
  "symbols": ["Sn", "O", "S", "O", "N", "C", "C", "C", "C", "C", "C", "C", "C", "N", "C", "C", "C", "C", "C", "C", "C", "H", "H", "H", "H", "H", "H", "H", "H", "H", "H", "H", "C", "H", "H", "H", "C", "C", "C", "C", "C", "C", "Te", "C", "C", "C", "H", "H", "H", "H", "H", "H", "H", "H", "H", "H", "H"],
  "xyz": [[0.02045, 0.38522, 1.00490], [-1.24329, -2.91308, -0.74233], [-1.42916, -2.26540, 0.51572], [-0.29684, -2.22036, 1.44182], [-1.71264, -0.67057, 0.36878], [-2.65622, -0.05943, -0.43374], [-3.71708, -0.67248, -1.06125], [-4.65546, 0.08897, -1.77898], [-4.55212, 1.44918, -1.86982], [-3.46426, 2.11077, -1.26333], [-3.27393, 3.50815, -1.30582], [-2.17199, 4.07024, -0.71737], [-1.23794, 3.24165, -0.08948], [-1.39891, 1.93464, -0.00922], [-2.49654, 1.34945, -0.56703], [-2.80069, -2.94730, 1.37792], [-3.07722, -2.47093, 2.65154], [-4.17129, -2.97756, 3.32993], [-4.96885, -3.94395, 2.72836], [-4.67554, -4.41721, 1.45669], [-3.58006, -3.91770, 0.76916], [-3.82681, -1.74513, -0.99659], [-5.48068, -0.41924, -2.25940], [-5.28953, 2.02768, -2.41015], [-4.00936, 4.12727, -1.80399], [-2.00189, 5.13672, -0.74174], [-0.33892, 3.64882, 0.35662], [-2.42528, -1.72666, 3.09045], [-4.40013, -2.62531, 4.32634], [-5.82660, -4.33640, 3.25833], [-5.29560, -5.17655, 1.00055], [-3.31384, -4.27351, -0.21835], [-0.56277, 0.75135, 3.08763], [-0.05727, 1.61608, 3.50904], [-0.24856, -0.15449, 3.60374], [-1.64163, 0.87857, 3.12555], [7.45650, 1.48851, -2.15028], [6.11106, 1.08944, -1.62093], [5.05648, 0.76736, -2.46765], [3.83891, 0.32116, -1.97727], [2.71613, 0.02632, -2.93692], [3.68069, 0.17933, -0.58459], [2.16181, -1.10357, 0.12940], [4.69785, 0.59905, 0.29201], [4.53957, 0.59383, 1.78913], [5.89659, 1.03984, -0.24708], [7.46715, 1.53620, -3.23736], [8.20886, 0.76450, -1.83268], [7.75382, 2.45946, -1.75207], [5.19423, 0.86070, -3.53878], [2.97965, 0.34408, -3.94403], [1.81042, 0.55519, -2.63599], [2.48161, -1.03827, -2.96721], [3.49642, 0.68755, 2.08437], [5.10075, 1.42242, 2.21990], [4.93193, -0.32745, 2.22519], [6.69804, 1.34284, 0.41836]],
  "lumo_energy_ev": -4.3,
  "e_above_lowest_kcal_mol": 12.90,
  "orbital_gap_ev": 6.766,
  "total_charge": 1
}